Molecular formula: C58H50N4O5SeV
Method: DFT, wB97M-V/def2-TZVPD

XYZ file:
```
119
Properties=species:S:1:pos:R:3:forces:R:3:mulliken_charge:R:1
V 0.0551 -0.1761 1.2930 -0.385 0.385 -1.568 -0.49
C -8.6793 -4.2713 -0.9715 0.020 0.015 0.041 -0.85
O -8.0521 -4.1906 0.2913 -0.039 -0.043 -0.053 -0.47
C -6.8251 -3.5886 0.3393 0.021 0.030 -0.031 1.01
C -6.2155 -3.5465 1.5899 0.031 0.012 0.021 -0.93
C -4.9784 -2.9457 1.7354 0.001 -0.011 -0.012 0.24
C -4.3201 -2.3726 0.6462 0.024 0.059 0.051 -0.76
C -4.9369 -2.4332 -0.5938 -0.074 -0.015 -0.022 -0.19
C -6.1828 -3.0362 -0.7609 0.083 0.031 0.022 -0.58
C -2.9909 -1.7052 0.8050 0.045 0.034 0.011 0.75
C -2.9735 -0.3003 0.8179 -0.063 -0.166 -0.073 0.02
C -4.1489 0.5391 0.7252 0.023 -0.034 -0.012 -1.65
C -3.7158 1.8216 0.7373 0.032 0.009 -0.021 -1.55
C -2.2739 1.7752 0.8534 0.026 0.182 -0.018 -0.18
N -1.8669 0.4815 0.9018 -0.138 0.042 0.146 1.47
C -1.4472 2.9072 0.9455 0.001 -0.075 -0.043 0.82
C -0.0671 2.8969 1.1790 -0.011 0.076 -0.052 -0.10
C 0.7650 4.0776 1.3096 -0.154 -0.084 -0.032 -1.40
C 2.0285 3.6442 1.5200 0.089 -0.166 0.011 -1.69
C 1.9863 2.1942 1.5022 0.041 0.043 -0.029 0.30
C 3.1065 1.3574 1.6223 -0.045 -0.029 0.003 0.94
C 4.4385 2.0264 1.7381 -0.044 -0.059 -0.031 -0.88
C 5.1218 2.0693 2.9418 0.088 0.001 0.031 -0.14
C 6.3769 2.6688 3.0479 -0.059 -0.014 -0.029 -0.61
C 6.9589 3.2321 1.9206 -0.033 -0.001 0.054 0.98
O 8.1844 3.8402 1.9125 0.070 -0.033 0.030 -0.47
C 8.9423 3.7688 3.1012 -0.022 0.028 -0.023 -0.87
C 6.2834 3.2029 0.7035 -0.040 0.013 -0.016 -0.91
C 5.0389 2.6082 0.6189 0.008 0.005 -0.005 0.28
C 3.0975 -0.0414 1.5570 0.090 0.164 -0.066 0.34
N 1.9998 -0.8320 1.4474 0.163 -0.107 0.068 0.70
C 2.4266 -2.1090 1.2727 -0.019 -0.133 -0.037 0.20
C 1.6153 -3.2278 1.0516 0.003 0.029 0.039 0.97
C 2.2972 -4.5398 0.8284 -0.009 0.065 0.064 -0.93
C 2.4365 -5.0361 -0.4587 0.029 -0.064 -0.025 -0.17
C 3.0655 -6.2555 -0.7038 -0.037 0.056 0.025 -0.58
C 3.5613 -6.9935 0.3633 -0.006 0.039 -0.029 1.04
O 4.1957 -8.1988 0.2345 -0.023 -0.068 -0.046 -0.47
C 4.2582 -8.7547 -1.0623 0.019 0.030 0.036 -0.85
C 3.4310 -6.5086 1.6614 0.000 0.035 0.013 -0.92
C 2.8069 -5.2945 1.8851 0.012 -0.007 -0.004 0.36
C 0.2159 -3.2222 0.9613 -0.001 -0.029 0.011 0.19
C -0.6104 -4.4036 0.8139 0.124 0.058 0.003 -1.59
C -1.8953 -3.9832 0.7698 -0.058 0.117 0.006 -1.60
C -1.8686 -2.5383 0.8800 -0.046 -0.005 -0.119 -0.10
N -0.5794 -2.1246 0.9941 0.022 -0.133 0.105 1.31
C 3.8774 -2.1374 1.2969 -0.068 -0.024 0.004 -1.67
C 4.2907 -0.8655 1.4815 -0.027 0.035 0.032 -1.56
N 0.7089 1.7891 1.3008 0.015 0.098 0.114 1.17
C -2.0919 4.2391 0.7273 -0.026 -0.060 0.052 -0.88
C -2.4027 5.0915 1.7866 0.000 0.008 0.023 0.28
C -3.0073 6.3159 1.5673 0.022 -0.024 0.034 -0.89
C -3.3146 6.7174 0.2710 0.030 -0.030 -0.051 1.05
O -3.9111 7.9418 0.1492 -0.049 0.042 -0.046 -0.47
C -4.2762 8.3526 -1.1516 0.020 -0.007 0.031 -0.85
C -3.0085 5.8875 -0.7998 0.040 -0.056 0.033 -0.58
C -2.4019 4.6561 -0.5587 -0.041 0.038 -0.019 -0.33
H -9.6185 -4.7944 -0.8127 -0.010 -0.006 0.009 0.24
H -8.0707 -4.8313 -1.6867 0.007 -0.014 0.002 0.33
H -8.8848 -3.2784 -1.3808 0.000 0.013 0.001 0.32
H -6.7322 -3.9862 2.4339 0.018 0.007 -0.008 0.39
H -4.5050 -2.9151 2.7099 -0.014 0.011 -0.009 0.47
H -4.4316 -2.0015 -1.4502 -0.021 0.000 0.008 0.54
H -6.6292 -3.0632 -1.7446 0.008 0.006 0.004 0.38
H -5.1651 0.1819 0.6676 0.016 0.016 -0.019 0.58
H -4.3086 2.7217 0.6919 0.012 -0.012 -0.017 0.52
H 0.4140 5.0959 1.2518 0.013 -0.016 -0.016 0.54
H 2.9167 4.2376 1.6697 -0.022 -0.002 -0.007 0.49
H 4.6680 1.6248 3.8198 0.008 0.002 -0.010 0.46
H 6.8767 2.6899 4.0058 -0.013 -0.016 0.001 0.38
H 9.9091 4.2111 2.8749 0.004 0.014 -0.008 0.25
H 9.0853 2.7334 3.4227 0.006 -0.007 -0.010 0.35
H 8.4721 4.3315 3.9130 -0.011 -0.002 0.001 0.32
H 6.7558 3.6462 -0.1640 -0.012 -0.006 0.007 0.43
H 4.5147 2.5792 -0.3297 0.013 -0.010 0.015 0.55
H 2.0520 -4.4512 -1.2866 0.009 -0.015 0.005 0.59
H 3.1646 -6.6041 -1.7220 -0.011 0.008 0.009 0.37
H 4.7213 -9.7319 -0.9536 0.012 -0.010 0.007 0.24
H 4.8662 -8.1416 -1.7333 0.004 0.012 -0.002 0.33
H 3.2613 -8.8729 -1.4955 -0.012 -0.011 0.008 0.34
H 3.8251 -7.1005 2.4782 -0.011 0.017 -0.006 0.40
H 2.7051 -4.9181 2.8963 0.003 -0.007 -0.012 0.46
H -0.2439 -5.4168 0.7589 -0.002 0.022 -0.007 0.48
H -2.7840 -4.5853 0.6630 0.008 0.020 -0.002 0.52
H 4.4801 -3.0218 1.1645 0.013 0.023 0.009 0.46
H 5.3031 -0.4975 1.5331 -0.008 -0.010 -0.008 0.46
H -2.1667 4.7820 2.7981 -0.005 -0.001 -0.013 0.46
H -3.2539 6.9772 2.3883 0.004 -0.009 -0.005 0.40
H -4.7670 9.3161 -1.0406 0.001 0.008 0.007 0.24
H -4.9697 7.6457 -1.6152 -0.009 -0.005 0.006 0.33
H -3.4008 8.4672 -1.7971 0.009 -0.004 0.001 0.33
H -3.2270 6.1791 -1.8170 -0.001 -0.014 0.003 0.38
H -2.1614 4.0053 -1.3917 -0.005 0.017 0.001 0.63
C -1.2707 0.1707 3.8994 0.108 0.049 -0.273 -0.56
O -0.2453 -0.2041 3.0285 -0.051 -0.248 1.925 -0.50
H -0.9599 -0.0193 4.9311 -0.007 -0.004 0.062 0.27
H -2.1889 -0.3972 3.7095 -0.042 -0.022 -0.032 0.14
H -1.5127 1.2371 3.8091 -0.014 0.040 -0.030 0.13
C -0.5701 1.5122 -7.0749 -0.017 -0.009 0.045 -1.52
C -0.3089 1.1280 -5.6402 -0.005 0.006 -0.018 0.83
C 0.5335 1.8791 -4.8318 0.047 0.003 0.064 -1.07
C 0.8082 1.5197 -3.5141 -0.035 0.022 -0.100 0.56
C 1.7316 2.3776 -2.6913 -0.006 -0.042 -0.028 -1.25
C 0.2322 0.3536 -2.9768 -0.359 0.174 -0.013 0.22
Se 0.7908 -0.2479 -1.2654 0.752 -0.379 -0.149 -0.06
C -0.6624 -0.3890 -3.7684 -0.037 0.041 -0.033 0.92
C -1.3802 -1.6110 -3.2465 0.059 0.036 -0.021 -1.16
C -0.9048 0.0066 -5.0815 -0.030 -0.033 0.040 -0.78
H -0.0194 2.4146 -7.3443 -0.007 -0.004 0.000 0.33
H -1.6321 1.7016 -7.2511 0.009 0.004 -0.004 0.32
H -0.2646 0.7168 -7.7594 0.000 0.011 -0.004 0.33
H 1.0036 2.7707 -5.2396 -0.013 -0.008 0.010 0.22
H 2.0898 3.2303 -3.2735 -0.021 -0.010 0.015 0.43
H 2.5831 1.7896 -2.3403 -0.004 0.029 -0.005 0.24
H 1.2285 2.7409 -1.7907 0.010 -0.009 -0.004 0.04
H -1.1412 -1.7832 -2.1985 -0.024 0.005 0.001 -0.36
H -1.0936 -2.5028 -3.8122 -0.010 0.020 0.015 0.38
H -2.4629 -1.4877 -3.3476 0.022 -0.004 -0.018 0.31
H -1.5832 -0.5907 -5.6877 0.001 0.011 0.013 0.36
```
Positions in Å, forces in eV/Å.

Calculated values
Multiplicity ... 3
Strongest force on any atom ... 1.94 eV/Å
Electronic energy ... -168193.625 eV
HOMO (spin up / spin down) ... -3.6 / -3.7 eV
Frontier orbital gap (spin up / spin down) ... 5.22 / 5.27 eV
Charge ... -1
<S²> ... 2.018

---

Molecular formula: C58H51AsN4PdS2
Method: DFT, wB97M-V/def2-TZVPD

XYZ file:
```
117
Properties=species:S:1:pos:R:3:forces:R:3:mulliken_charge:R:1
Pd 0.2756 0.3963 -0.2815 -0.353 -0.129 -1.178 0.41
C 3.6976 0.0752 -2.9454 0.084 0.024 0.105 -1.63
C 4.1422 -0.5730 -1.6550 -0.290 0.093 -0.073 0.85
C 5.2668 -1.3837 -1.6349 0.097 -0.086 -0.078 -0.77
C 5.6974 -1.9789 -0.4595 0.048 -0.114 -0.019 -1.03
C 4.9680 -1.8101 0.7035 -0.043 -0.037 0.040 -0.74
C 3.8231 -1.0185 0.7267 -0.145 0.084 0.032 1.21
C 3.0792 -0.8311 2.0204 0.196 0.061 -0.072 -1.10
C 3.4444 -0.3755 -0.4536 0.188 -0.243 -0.127 -0.83
N 2.3763 0.6001 -0.4882 -0.606 -0.136 0.529 2.03
C 2.7334 1.8349 -0.4341 0.242 0.046 -0.223 0.67
C 4.1241 2.2914 -0.1341 0.048 0.080 -0.142 -1.95
C 1.6985 2.8638 -0.7736 0.294 0.422 0.069 1.05
C 2.1248 4.2052 -1.2766 0.121 0.039 0.157 -2.13
N 0.4948 2.4873 -0.6741 -0.680 -0.741 -0.446 0.90
C -0.6391 3.2857 -1.0477 -0.091 0.294 -0.030 -1.43
C -1.1428 4.2253 -0.1428 0.139 -0.154 0.165 1.45
C -0.4512 4.5073 1.1696 0.008 0.052 -0.111 -1.40
C -2.2970 4.9182 -0.4935 -0.011 0.031 0.048 -1.12
C -2.9234 4.6949 -1.7065 -0.103 0.023 -0.031 -1.10
C -2.3906 3.7826 -2.6030 -0.025 -0.011 -0.045 -0.64
C -1.2424 3.0650 -2.2963 0.244 -0.031 0.080 1.00
C -0.6299 2.1492 -3.3253 -0.100 0.296 -0.082 -1.21
H 4.0090 -0.5308 -3.7955 0.003 0.025 0.035 0.56
H 4.1453 1.0664 -3.0747 -0.024 -0.031 0.013 0.33
H 2.6140 0.1884 -2.9879 -0.015 -0.011 -0.017 0.00
H 5.8194 -1.5457 -2.5561 -0.079 0.026 0.083 0.51
H 6.5934 -2.5910 -0.4584 -0.099 0.064 0.010 0.43
H 5.2865 -2.2843 1.6267 -0.017 0.002 -0.098 0.51
H 3.1911 -1.7087 2.6561 -0.004 0.010 -0.002 0.62
H 2.0216 -0.6667 1.8523 -0.230 -0.006 -0.016 -0.48
H 3.4705 0.0256 2.5779 -0.020 -0.002 0.014 0.35
H 4.6884 1.5217 0.3843 0.005 0.012 0.016 0.47
H 4.0946 3.2001 0.4700 -0.016 -0.024 -0.040 0.52
H 4.6602 2.5321 -1.0576 -0.028 0.008 0.035 0.36
H 2.9124 4.0949 -2.0254 -0.029 0.005 0.037 0.50
H 2.5341 4.8103 -0.4614 -0.014 -0.043 -0.069 0.39
H 1.2804 4.7351 -1.7121 0.018 -0.011 0.016 0.48
H -0.0712 3.5978 1.6318 -0.025 0.046 -0.013 0.13
H -1.1351 4.9888 1.8677 0.019 -0.011 -0.030 0.49
H 0.3958 5.1874 1.0267 -0.066 -0.031 0.008 0.31
H -2.7002 5.6501 0.1974 0.017 -0.047 -0.022 0.50
H -3.8243 5.2406 -1.9618 0.069 -0.025 0.019 0.48
H -2.8632 3.6326 -3.5681 0.019 -0.007 0.062 0.52
H -1.3633 1.8834 -4.0880 0.026 0.025 0.024 0.51
H -0.2341 1.2402 -2.8886 0.134 -0.318 0.171 -0.21
H 0.1986 2.6460 -3.8387 -0.003 -0.033 0.020 0.41
S -6.6960 0.4693 -2.0519 0.040 -0.091 0.110 -0.22
C -6.9009 0.6022 -3.7371 -0.106 0.047 -0.021 -0.39
C -5.7096 0.6716 -4.3895 0.105 -0.017 -0.085 -0.96
C -4.6084 0.6047 -3.4990 0.209 -0.052 -0.116 -0.30
C -4.9759 0.4796 -2.1867 -0.136 0.035 0.032 0.32
C -4.1126 0.4449 -1.0033 -0.153 0.069 0.046 0.76
C -2.7163 0.4489 -1.1503 0.182 0.044 -0.186 -1.21
N -1.8712 0.5450 -0.1467 0.701 -0.180 0.558 1.75
C -2.3564 0.6868 1.1210 -0.141 -0.089 -0.137 -0.61
C -3.7262 0.5800 1.3783 0.023 0.001 0.011 0.66
C -4.1957 0.6566 2.7368 -0.132 0.012 -0.076 -1.12
C -3.3429 0.8450 3.7615 0.037 0.028 0.176 -1.24
C -1.9332 0.9909 3.5249 -0.152 -0.073 -0.043 0.85
C -0.9955 1.1638 4.5508 -0.068 0.100 0.177 -1.11
C 0.3409 1.3395 4.2576 0.170 0.041 -0.039 0.06
C 0.6834 1.3703 2.8861 -0.028 0.078 0.241 -0.76
N -0.1686 1.1594 1.9092 0.331 0.114 0.756 2.37
C -1.4587 0.9507 2.2093 -0.064 -0.061 -0.086 -0.96
C 1.3648 1.4766 5.3017 0.142 0.089 -0.128 0.21
C 1.2933 1.0812 6.6073 -0.147 -0.096 0.147 -0.41
C 2.4831 1.3348 7.3413 -0.090 -0.098 0.115 -0.67
C 3.4449 1.9220 6.5829 0.073 0.109 -0.034 -0.41
S 2.9146 2.1783 4.9798 -0.088 -0.027 -0.106 -0.05
C -4.5948 0.4359 0.2890 -0.165 0.030 -0.075 -0.94
H -7.8945 0.6348 -4.1615 0.091 -0.015 0.056 0.47
H -5.6231 0.7688 -5.4640 0.010 -0.012 0.098 0.45
H -3.5768 0.6449 -3.8299 -0.092 0.006 0.004 0.62
H -2.2852 0.3700 -2.1345 0.073 -0.055 -0.063 0.38
H -5.2615 0.5715 2.9163 0.061 -0.008 -0.022 0.53
H -3.7076 0.9133 4.7810 0.023 -0.049 -0.080 0.52
H -1.3352 1.1842 5.5814 0.006 -0.010 -0.070 0.54
H 1.7075 1.5837 2.5969 0.022 -0.090 0.000 0.23
H 0.4180 0.6064 7.0381 0.126 0.035 -0.042 0.40
H 2.6190 1.0828 8.3864 -0.045 0.050 -0.137 0.42
H 4.4326 2.2446 6.8841 -0.121 -0.068 -0.044 0.45
H -5.6618 0.3525 0.4716 0.061 0.059 0.030 0.55
C 3.1806 -4.2061 -3.2788 0.050 -0.008 -0.010 -0.67
C 3.1481 -4.5040 -1.9243 0.061 0.012 0.018 -1.03
C 2.2554 -3.8531 -1.0825 -0.013 0.047 -0.007 -0.56
C 1.3804 -2.9067 -1.6023 0.136 0.276 -0.071 1.26
C 1.4574 -2.5660 -2.9529 0.055 -0.064 0.048 -0.32
C 2.3432 -3.2238 -3.7918 -0.001 0.004 0.024 -1.19
As 0.0227 -2.0280 -0.5334 0.067 -0.056 0.045 1.60
C -0.0954 -3.0151 1.1207 0.067 0.182 0.112 0.03
C -0.0362 -4.4078 1.1417 -0.089 0.025 -0.037 -0.21
C -0.1460 -5.0837 2.3477 -0.024 -0.020 0.036 -0.88
C -0.3297 -4.3788 3.5326 -0.008 -0.010 0.027 -0.84
C -0.4159 -2.9936 3.5114 0.000 -0.065 -0.006 -0.75
C -0.2985 -2.3145 2.3063 0.064 -0.034 -0.052 0.11
C -1.5979 -2.5733 -1.4576 -0.093 0.175 -0.024 1.09
C -1.7907 -2.2135 -2.7921 0.018 -0.067 0.004 0.03
C -2.9113 -2.6505 -3.4808 -0.033 0.058 -0.002 -1.00
C -3.8685 -3.4214 -2.8332 -0.037 -0.027 0.021 -0.70
C -3.6981 -3.7537 -1.4976 0.009 0.017 -0.007 -0.91
C -2.5645 -3.3341 -0.8085 -0.021 0.098 -0.048 -0.59
H 3.8658 -4.7323 -3.9337 -0.047 0.043 0.049 0.43
H 3.8216 -5.2474 -1.5152 -0.039 0.023 -0.019 0.46
H 2.2450 -4.0925 -0.0298 0.019 -0.024 0.072 0.52
H 0.8241 -1.7892 -3.3597 0.102 -0.023 -0.033 0.08
H 2.3754 -2.9759 -4.8461 0.006 0.006 0.049 0.51
H 0.0662 -4.9650 0.2194 0.047 -0.033 0.003 0.60
H -0.0967 -6.1656 2.3636 -0.005 0.047 -0.011 0.46
H -0.4170 -4.9144 4.4720 0.016 0.049 -0.095 0.43
H -0.5712 -2.4427 4.4313 -0.001 -0.010 -0.036 0.53
H -0.3723 -1.2357 2.2883 0.067 -0.036 0.025 -0.71
H -1.0544 -1.6115 -3.3096 -0.146 0.022 -0.009 0.03
H -3.0399 -2.3929 -4.5252 0.009 0.014 0.042 0.50
H -4.7445 -3.7647 -3.3716 0.065 0.032 0.041 0.43
H -4.4409 -4.3544 -0.9869 0.029 0.029 -0.020 0.48
H -2.4433 -3.6095 0.2284 0.011 -0.027 0.079 0.44
```
Positions in Å, forces in eV/Å.

Calculated values
Strongest force on any atom ... 1.24 eV/Å
Electronic energy ... -152913.173 eV
HOMO ... -12.4 eV
Frontier orbital gap ... 6.51 eV
ΔE to the lowest compared entry with this formula, charge and spin ... 0.0 kJ/mol
Charge ... +2

---

> The lowest strongest force on any atom belongs to which entry?

C58H51AsN4PdS2